Entry 1:
{"formula": "C4H10NO", "method": "ωB97M-V with the def2-TZVPD basis set", "multiplicity": 2, "e_homo_ev": [-19.680, -19.668], "total_charge": 2, "orbital_gap_ev": [6.1, 5.7], "lumo_energy_ev": [-13.618, -13.924], "total_energy_ha": -287.4331, "species": ["C", "C", "C", "C", "O", "N", "H", "H", "H", "H", "H", "H", "H", "H", "H", "H"], "positions_angstrom": [[-1.4958, -0.2697, -0.0816], [-0.1356, -0.1907, -0.7852], [1.1160, -0.9331, -0.3842], [1.8736, 0.0626, 0.5718], [1.6030, 1.3960, 0.2249], [-2.2356, 0.8045, 0.6082], [-1.4714, -1.1374, 0.6100], [-2.2103, -0.5734, -0.8736], [0.8285, 1.2410, -0.3299], [-0.2922, -0.0764, -1.8309], [1.7122, -0.8520, -1.2963], [1.1563, -1.9775, -0.0701], [2.9877, -0.0829, 0.4886], [-2.2565, 1.2776, 1.5503], [1.5675, -0.0914, 1.6425], [-2.7474, 1.4029, -0.0444]], "mulliken_spin": [-0.01, 0.07, 0.00, 0.00, 0.00, 0.95, 0.01, 0.01, 0.00, 0.00, 0.01, 0.00, 0.00, -0.02, 0.00, -0.03]}

---

Entry 2:
{"formula": "C4H10NO2", "method": "ωB97M-V with the def2-TZVPD basis set", "e_homo_ev": -2.640, "total_charge": -1, "orbital_gap_ev": 6.4, "lumo_energy_ev": 3.782, "total_energy_ha": -363.5574, "smiles": "N[C@H](CO)CC[O-]", "species": ["N", "C", "C", "O", "C", "C", "O", "H", "H", "H", "H", "H", "H", "H", "H", "H", "H"], "positions_angstrom": [[-1.7253, -0.0661, 0.0711], [-0.1706, 0.0272, 0.4670], [-0.1072, 1.0547, 1.4201], [0.8458, 0.6826, 2.5443], [0.5734, 0.1502, -0.7704], [0.5720, -1.2399, -1.5417], [-0.6366, -1.4327, -2.0879], [-1.6710, -0.4665, -0.9004], [-2.0697, 0.8599, 0.0313], [0.2900, -0.9215, 0.9579], [-0.9953, 1.2342, 1.9456], [0.2087, 2.1436, 0.9438], [1.0163, -0.3344, 2.5811], [0.0825, 0.8235, -1.5040], [1.5296, 0.6161, -0.9686], [1.3438, -1.1109, -2.3697], [0.9137, -2.0200, -0.8197]], "mulliken_charge": [-0.93, 0.77, -0.44, -0.57, -1.14, -0.44, -0.91, 0.41, 0.23, -0.06, 0.30, 0.20, 0.33, 0.26, 0.54, 0.23, 0.22]}

---

Entry 3:
{"formula": "C4H10NO2", "method": "ωB97M-V with the def2-TZVPD basis set", "e_homo_ev": -4.032, "total_charge": -1, "orbital_gap_ev": 8.3, "lumo_energy_ev": 4.299, "total_energy_ha": -363.7230, "species": ["C", "C", "C", "H", "H", "H", "H", "H", "H", "H", "H", "N", "C", "O", "O", "H", "H"], "positions_angstrom": [[-1.0682, 0.7281, 1.1807], [-0.5546, 1.5844, 0.0371], [0.8548, 2.0955, 0.3189], [-0.5411, -0.2262, 1.1816], [-2.1320, 0.4865, 1.1257], [-0.8974, 1.2319, 2.1416], [-1.2314, 2.4244, -0.1591], [-0.5286, 0.9633, -0.8591], [1.1398, 2.9255, -0.3357], [0.9551, 2.4588, 1.3470], [1.5832, 1.2977, 0.1661], [0.5816, -3.2989, -1.3911], [0.3101, -2.0091, -0.8443], [1.2385, -1.4771, -0.1938], [-0.8338, -1.5588, -1.0934], [1.3656, -3.7950, -1.0077], [-0.2415, -3.8309, -1.6146]], "mulliken_charge": [-1.11, -0.07, -1.10, 0.17, 0.28, 0.40, 0.37, 0.17, 0.31, 0.30, 0.25, -0.53, 0.62, -0.72, -0.73, 0.20, 0.20]}

---

Entry 4:
{"formula": "C4H10NO2", "method": "ωB97M-V with the def2-TZVPD basis set", "multiplicity": 2, "e_homo_ev": [-9.026, -9.083], "orbital_gap_ev": [9.8, 7.7], "lumo_energy_ev": [0.753, -1.398], "total_energy_ha": -363.5855, "species": ["O", "C", "O", "C", "C", "C", "N", "H", "H", "H", "H", "H", "H", "H", "H", "H", "H"], "positions_angstrom": [[-1.1105, 0.1731, -0.8746], [-0.7625, -1.0468, -0.9186], [-0.7498, -1.7483, -2.1092], [-0.3170, -1.7457, 0.2844], [-0.1840, -1.0028, 1.5224], [1.0498, -0.1299, 1.7120], [-0.0151, 2.9007, -1.4414], [-0.6894, -1.0684, -2.8217], [-0.1946, -2.8281, 0.2992], [-0.1900, -1.5632, 2.4031], [-0.9028, -0.2162, 1.6271], [1.1721, 0.5190, 0.8790], [1.8700, -0.7871, 1.7073], [0.9365, 0.4310, 2.5900], [-0.1569, 3.4642, -2.2992], [0.9268, 2.4944, -1.4021], [-0.6826, 2.1542, -1.1577]], "mulliken_spin": [0.18, 0.09, 0.02, 0.58, 0.01, 0.11, 0.00, 0.00, 0.02, 0.01, 0.02, -0.02, -0.02, 0.00, 0.00, 0.00, 0.00]}

---

Entry 5:
{"formula": "C4H10NO2", "method": "ωB97M-V with the def2-TZVPD basis set", "e_homo_ev": -16.108, "total_charge": 1, "orbital_gap_ev": 12.4, "lumo_energy_ev": -3.751, "total_energy_ha": -363.2308, "smiles": "CC(C)C1([NH3+])OO1", "species": ["C", "C", "C", "C", "N", "O", "O", "H", "H", "H", "H", "H", "H", "H", "H", "H", "H"], "positions_angstrom": [[-0.5499, -0.8151, 0.9186], [-0.8958, 0.3195, -0.0695], [-0.3059, 1.6132, 0.4965], [-0.4827, -0.0809, -1.4699], [1.1133, -0.3389, -1.5772], [-0.9464, 0.2979, -2.6574], [-1.1151, -1.0923, -2.2270], [0.4500, -0.9508, 0.9477], [-1.1458, -1.6984, 0.7694], [-0.7712, -0.4820, 1.9181], [-1.9205, 0.2478, -0.1131], [0.6854, 1.5206, 0.9365], [-1.0431, 1.9446, 1.1723], [-0.2618, 2.4729, -0.3223], [1.1159, -0.9285, -2.3521], [1.5619, -0.7031, -0.7190], [1.3244, 0.6449, -1.8907]], "mulliken_charge": [-1.60, 0.42, -1.45, 0.50, -0.21, -0.28, -0.26, 0.49, 0.38, 0.40, 0.42, 0.37, 0.44, 0.36, 0.33, 0.30, 0.40]}

---

Entry 6:
{"formula": "C4H10NO2", "method": "ωB97M-V with the def2-TZVPD basis set", "e_homo_ev": [-14.139, -14.138], "total_charge": 1, "orbital_gap_ev": [7.6, 7.6], "lumo_energy_ev": [-6.552, -6.553], "total_energy_ha": -363.2178, "species": ["C", "C", "C", "C", "N", "O", "O", "H", "H", "H", "H", "H", "H", "H", "H", "H", "H"], "positions_angstrom": [[1.0612, -0.8857, -0.9374], [2.4429, 0.9727, 0.3884], [-2.3113, -0.7286, 0.8691], [1.1733, 0.3828, -0.1158], [-1.8859, -0.0375, -0.2824], [-2.5816, 1.0064, -0.4998], [0.1412, 0.8321, 0.3510], [0.9444, -1.7993, -0.3079], [0.1973, -0.9176, -1.4854], [2.0221, -1.0413, -1.3836], [3.1237, 1.0531, -0.5053], [2.7467, 0.3536, 1.1088], [2.3374, 2.0417, 0.8274], [-3.2793, -0.3003, 1.2964], [-1.6232, -0.5256, 1.5721], [-2.3358, -1.7609, 0.4300], [-2.1729, 1.3544, -1.3256]], "mulliken_charge": [-1.21, -1.11, -0.74, 0.97, 0.28, -0.20, -0.50, 0.31, 0.41, 0.35, 0.35, 0.34, 0.30, 0.39, 0.32, 0.32, 0.42]}